Density functional theory data (wB97M-V/def2-TZVPD) for a cluster of 9 separate species, C15H24F21N2O23S7 in total.

**Frontier orbital gap**: 5.214 eV
**Charge**: -5

Each line ends with the Mulliken charge.
CARTESIAN COORDINATES (ANGSTROEM)
C  -1.7539  -21.0994  15.1861  -0.84
C  -0.4913  -21.5184  14.3929  1.58
C  -0.3106  -20.8274  12.9669  -0.17
O  0.9012  -21.1951  12.3008  -0.23
C  0.9857  -22.5353  11.8368  -0.61
N  0.7517  -21.2326  15.2931  0.42
H  1.0270  -20.2619  15.3382  0.30
H  0.4904  -21.4313  16.2482  -0.09
H  1.5665  -21.8016  15.1129  0.46
H  -1.8728  -20.0783  15.5484  0.02
H  -1.7945  -21.7278  16.0758  -0.11
H  -2.6468  -21.3066  14.5962  0.43
H  -0.5308  -22.6077  14.3928  -0.72
H  -0.2282  -19.7596  13.1695  0.20
H  -1.1955  -20.9582  12.3441  -0.09
H  0.1693  -22.8551  11.1892  0.17
H  0.9913  -23.1958  12.7038  0.24
H  1.9223  -22.7053  11.3058  0.27
C  -1.4376  -18.9286  10.0051  -1.06
C  -1.7903  -17.5352  9.4736  0.57
C  -0.5965  -16.7431  8.7525  -1.02
O  -1.0171  -15.5407  8.2035  -0.31
C  0.0036  -14.8331  7.4695  -0.80
N  -2.9033  -17.7149  8.4430  -0.10
H  -2.5891  -18.2455  7.6432  0.39
H  -3.6692  -18.1971  8.8913  0.28
H  -3.2721  -16.8850  8.0011  0.39
H  -0.6242  -18.8854  10.7294  0.41
H  -1.1411  -19.6653  9.2585  0.50
H  -2.2559  -19.4502  10.5015  -0.17
H  -2.1881  -17.0425  10.3608  0.17
H  -0.1565  -17.3986  8.0009  0.43
H  0.1706  -16.6063  9.5146  0.49
H  -0.4640  -13.8863  7.1993  0.24
H  0.1863  -15.3506  6.5277  0.32
H  0.8948  -14.6690  8.0752  0.32
C  -2.0916  -16.1247  15.9189  0.58
F  -2.7842  -16.3190  14.8101  -0.21
F  -2.0593  -14.8459  16.0549  -0.24
F  -2.7671  -16.7183  16.9613  -0.26
S  -0.2444  -16.7126  15.7487  1.09
O  0.2041  -16.2967  14.4026  -0.69
O  0.4779  -15.9137  16.7588  -0.72
O  -0.2721  -18.1686  15.9438  -0.55
C  -0.9039  -25.9718  14.4491  0.62
F  -1.0917  -25.3987  13.2680  -0.21
F  -1.8053  -25.6393  15.3854  -0.22
F  -1.1856  -27.2884  14.2154  -0.30
S  0.9438  -25.6918  15.0371  0.92
O  1.1227  -24.2252  15.3968  -0.48
O  1.1278  -26.6236  16.1228  -0.67
O  1.7545  -26.0590  13.8825  -0.70
C  -1.4657  -23.7235  18.6308  0.50
F  -2.6235  -23.0475  18.9478  -0.22
F  -1.3833  -24.6982  19.6029  -0.28
F  -1.6208  -24.2123  17.3484  -0.01
S  0.0494  -22.5744  18.8904  1.09
O  -0.0275  -22.0819  20.2423  -0.70
O  1.2435  -23.3095  18.6891  -0.68
O  -0.1281  -21.5079  17.8935  -0.81
C  3.9688  -19.5806  13.5525  0.47
F  4.0891  -18.8072  12.4575  -0.25
F  2.9917  -19.0419  14.3751  -0.16
F  3.5509  -20.8142  13.1604  -0.19
S  5.6935  -19.6070  14.4955  1.16
O  6.4456  -20.6134  13.7634  -0.72
O  6.2836  -18.3009  14.3615  -0.68
O  5.4593  -20.0962  15.8374  -0.65
C  -5.5028  -23.7346  15.6982  0.50
F  -4.3360  -23.2599  16.0931  -0.15
F  -5.6207  -23.7815  14.3830  -0.18
F  -5.5909  -24.9752  16.2521  -0.26
S  -6.8539  -22.6688  16.5191  1.06
O  -6.5648  -21.3302  16.0010  -0.58
O  -8.1726  -23.1768  16.0373  -0.73
O  -6.7146  -22.7841  17.9876  -0.69
C  -3.7011  -22.7250  9.8557  0.47
F  -4.2461  -23.9546  9.9605  -0.24
F  -2.9587  -22.5292  10.9259  -0.14
F  -2.9170  -22.6341  8.8241  -0.25
S  -5.1251  -21.3453  9.7024  0.98
O  -5.7341  -21.3517  11.0305  -0.55
O  -4.3862  -20.1223  9.3927  -0.67
O  -6.0079  -21.7474  8.6326  -0.72
C  -3.6533  -18.7742  13.2169  0.34
F  -3.8925  -18.8083  14.5356  -0.16
F  -2.4348  -18.2750  12.9370  -0.07
F  -3.8003  -20.0483  12.8143  -0.08
S  -5.0306  -17.6947  12.3415  1.04
O  -5.0888  -16.4211  13.1099  -0.70
O  -4.6717  -17.5872  10.9337  -0.63
O  -6.2819  -18.4268  12.4742  -0.69

Density functional theory data (wB97M-V/def2-TZVPD) for the molecule C4H5FN2.

**Energy above the lowest of the compared OMol25 structures with the same formula, charge and spin**: 6.4650 eV
**Frontier orbital gap (spin up / spin down)**: 7.575 / 7.499 eV
**Charge**: 0

Each line ends with the Mulliken charge.
CARTESIAN COORDINATES (ANGSTROEM)
C  0.2495  -1.4271  -0.4947  -0.23
C  -0.9216  -0.5246  2.0134  0.10
C  -0.3388  -0.0252  -0.4694  -0.37
C  -0.1598  0.2482  1.0021  -0.72
N  -0.1273  -2.3043  0.3581  0.30
N  -0.7880  -2.4076  1.3177  -0.54
F  -0.3901  -0.4703  3.2309  -0.18
H  1.1097  -1.6577  -1.2596  0.26
H  0.1988  0.7220  -0.9498  0.31
H  -1.3124  -0.1081  -0.8498  0.29
H  -0.2664  1.2346  1.2956  0.45
H  0.8532  -0.1908  1.4110  0.34

Density functional theory data (wB97M-V/def2-TZVPD) for a structure of composition H4INP2.

**Energy above the lowest of the compared OMol25 structures with the same formula, charge and spin**: 0.0000 eV
**Frontier orbital gap (spin up / spin down)**: 9.093 / 6.331 eV
**2S+1**: 3
**Charge**: 0

Each line ends with the Mulliken charge.
CARTESIAN COORDINATES (ANGSTROEM)
N  0.0768  -0.6306  1.4026  -0.60
P  0.8792  0.8723  -1.3674  -0.18
P  -0.2878  0.6614  0.4706  0.25
I  -2.0451  -2.3311  1.9847  -0.06
H  0.3686  -1.3451  0.7139  0.29
H  0.6110  -0.4571  -2.0990  0.10
H  -0.0363  1.5982  -2.2459  0.10
H  0.4335  1.6320  1.1405  0.09

Density functional theory data (wB97M-V/def2-TZVPD) for a structure of composition C49H67FNO6Si4TeTl.

**Frontier orbital gap**: 4.851 eV
**Charge**: -2

Each line ends with the Mulliken charge.
CARTESIAN COORDINATES (ANGSTROEM)
Tl  -0.1319  0.0237  0.2493  1.43
C  0.7652  -1.3832  3.8145  -1.92
C  1.4472  -1.9209  2.5850  0.55
C  2.7104  -1.4520  2.2193  1.81
C  3.3572  -0.3488  3.0094  -2.34
C  3.3525  -1.9948  1.1059  1.04
C  4.7571  -1.5781  0.7613  -2.71
C  2.7013  -2.9450  0.3182  1.47
C  3.3398  -3.3960  -0.9676  -2.23
C  1.4563  -3.4424  0.7029  1.34
C  0.8287  -4.5784  -0.0635  -2.91
C  0.8098  -2.9006  1.8162  1.66
C  -0.5867  -3.3252  2.1884  -1.98
H  0.1079  -0.5544  3.5514  0.15
H  1.4932  -1.0264  4.5366  0.52
H  0.1661  -2.1555  4.2914  0.53
H  4.0580  0.2085  2.3986  0.33
H  3.8838  -0.7485  3.8782  0.35
H  2.6108  0.3664  3.3424  0.12
H  4.7458  -0.7223  0.0869  0.31
H  5.2913  -2.3931  0.2795  0.43
H  5.3119  -1.3066  1.6556  0.57
H  4.0278  -4.2315  -0.8064  0.36
H  3.8911  -2.5719  -1.4106  0.23
H  2.5850  -3.7032  -1.6847  0.32
H  0.1502  -4.1998  -0.8268  0.44
H  0.2702  -5.2324  0.6023  0.55
H  1.5896  -5.1836  -0.5484  0.49
H  -1.1824  -2.4556  2.4551  0.03
H  -0.5785  -4.0125  3.0387  0.34
H  -1.0894  -3.8102  1.3590  0.47
C  -5.4135  -3.5303  -5.3129  -1.46
C  -4.9143  -4.3100  -4.0920  -0.26
C  -4.5865  -5.7697  -4.4075  -1.05
C  -3.4102  -5.8413  -5.3711  -1.39
C  -2.2639  -5.0238  -4.8424  1.37
C  -0.9727  -5.2942  -5.2746  -0.76
C  0.0737  -4.5291  -4.7894  -0.43
F  1.3200  -4.8026  -5.2672  -0.41
C  -0.1059  -3.5355  -3.8566  -0.53
C  -1.3997  -3.2577  -3.3830  0.22
C  -1.5772  -2.2134  -2.3499  -0.03
O  -0.5796  -1.5953  -1.9388  -0.16
C  -2.9479  -2.0467  -1.9102  -0.26
C  -3.9223  -2.7521  -2.5240  -0.47
N  -3.7529  -3.6720  -3.5126  0.26
C  -2.4829  -3.9864  -3.9229  -0.27
C  -3.4948  -1.1597  -0.7286  -0.03
O  -4.7133  -1.2575  -0.5494  -0.83
O  -2.6902  -0.4854  -0.0722  -0.66
H  -6.2286  -4.0710  -5.7910  0.40
H  -4.6115  -3.3738  -6.0293  0.34
H  -5.7784  -2.5560  -4.9966  0.39
H  -5.7115  -4.2838  -3.3393  0.50
H  -5.4680  -6.2688  -4.8181  0.45
H  -4.3180  -6.2731  -3.4742  0.36
H  -3.7130  -5.4677  -6.3548  0.36
H  -3.0931  -6.8788  -5.5092  0.44
H  -0.7808  -6.0823  -5.9879  0.50
H  0.7237  -2.9545  -3.4879  1.02
H  -4.9378  -2.5936  -2.1865  0.54
O  2.1367  -0.2409  -1.5568  0.61
C  2.3792  0.7957  -2.5046  2.76
C  1.1873  1.9065  -2.4894  -0.45
O  1.2824  2.7791  -3.3442  -0.76
O  0.3260  1.7425  -1.6179  -0.44
C  2.5181  0.1533  -3.8722  -0.34
C  1.5865  0.3262  -4.8853  -0.29
C  1.7854  -0.2547  -6.1268  -0.82
C  2.9087  -1.0255  -6.3701  -0.47
C  3.8167  -1.2468  -5.3474  -1.00
C  3.6192  -0.6650  -4.1094  0.21
C  3.5950  1.5924  -2.1607  -0.98
C  4.2907  2.2441  -3.1816  -0.35
C  5.3717  3.0542  -2.9005  -0.79
C  5.7800  3.2419  -1.5904  -0.57
C  5.0743  2.6295  -0.5666  -1.15
C  3.9896  1.8177  -0.8438  -0.35
H  1.3186  -0.6780  -1.8348  -0.76
H  0.7232  0.9485  -4.7141  0.53
H  1.0637  -0.0881  -6.9143  0.40
H  3.0807  -1.4485  -7.3509  0.35
H  4.6910  -1.8587  -5.5252  0.38
H  4.3347  -0.8230  -3.3140  0.43
H  3.9659  2.1329  -4.2046  0.51
H  5.8953  3.5486  -3.7109  0.39
H  6.6300  3.8743  -1.3682  0.37
H  5.3550  2.7977  0.4640  0.47
H  3.4197  1.3806  -0.0400  0.97
C  1.8078  3.7483  5.7398  -1.02
Si  -0.0907  3.4879  5.5753  0.28
C  -0.8176  4.8517  6.7248  -1.25
C  -0.4210  1.8468  6.5229  -0.84
Si  -0.8128  3.4345  3.3040  0.45
Te  1.1679  2.8028  2.0138  -0.51
Si  -2.8688  2.2549  3.3208  0.39
C  -3.9125  3.0488  4.7437  -1.02
C  -3.9191  2.3936  1.7387  -0.61
C  -2.8070  0.3917  3.7567  -0.51
Si  -1.3244  5.6469  2.6705  0.33
C  -2.4328  6.6826  3.8543  -1.18
C  -2.1918  5.8226  0.9728  -1.25
C  0.2859  6.6755  2.5095  -1.10
H  2.1745  3.6567  6.7607  0.32
H  2.0875  4.7326  5.3764  0.26
H  2.3377  3.0262  5.1271  0.15
H  -0.5167  4.7505  7.7667  0.39
H  -1.9037  4.8365  6.6959  0.36
H  -0.4939  5.8315  6.3844  0.29
H  0.0382  1.8226  7.5097  0.41
H  -0.0306  1.0039  5.9612  0.00
H  -1.4876  1.6855  6.6548  0.28
H  -4.0677  4.1089  4.5619  0.16
H  -3.3967  2.9617  5.6968  0.19
H  -4.8951  2.5956  4.8648  0.42
H  -3.8835  3.3931  1.3158  0.12
H  -4.9658  2.1477  1.9090  0.36
H  -3.5447  1.7067  0.9865  -0.03
H  -2.1208  0.1771  4.5712  0.22
H  -2.4875  -0.1716  2.8861  -0.26
H  -3.7844  0.0109  4.0473  0.58
H  -3.4313  6.2578  3.9117  0.32
H  -2.5333  7.7180  3.5342  0.40
H  -2.0288  6.6882  4.8607  0.24
H  -3.2587  5.6293  1.0543  0.34
H  -1.7854  5.1098  0.2636  0.32
H  -2.0695  6.8153  0.5432  0.37
H  0.7978  6.7504  3.4650  0.26
H  0.1157  7.6852  2.1412  0.35
H  0.9632  6.1812  1.8217  0.30

Density functional theory data (wB97M-V/def2-TZVPD) for the molecule C21H32N6O2S.

**Energy above the lowest of the compared OMol25 structures with the same formula, charge and spin**: 0.5748 eV
**Frontier orbital gap**: 8.298 eV
**SMILES**: CCCc1nnc(NC(=O)CCC(=O)N2CCN(CCn3c(C)ccc3C)CC2)s1
**Charge**: 0

Each line ends with the Mulliken charge.
CARTESIAN COORDINATES (ANGSTROEM)
C  -0.6473  -4.7543  0.4231  -1.60
C  0.3324  -3.5924  0.5114  0.18
H  -0.2167  -2.6563  0.6319  -0.12
H  0.9746  -3.7207  1.3856  0.60
C  1.2070  -3.5114  -0.7463  -0.71
C  2.2227  -2.4404  -0.6383  0.34
N  2.2367  -1.3641  -1.3324  -0.76
N  3.2416  -0.5363  -1.0632  0.06
C  4.0262  -0.9594  -0.1309  0.38
N  5.1453  -0.3505  0.3418  0.00
C  5.6062  0.9430  0.1815  0.19
O  6.6663  1.2427  0.6730  -0.63
C  4.7248  1.9103  -0.5663  -0.41
H  5.3703  2.6836  -0.9859  0.44
C  3.7571  2.5595  0.4405  -1.06
C  2.7289  1.5594  0.9504  0.72
O  2.9526  0.8972  1.9517  -0.67
N  1.5741  1.4377  0.2682  0.37
C  1.2184  2.0153  -1.0037  -0.70
H  2.0016  2.6687  -1.3793  0.63
C  -0.0918  2.7950  -0.8634  -1.21
N  -1.1371  1.9044  -0.3982  0.67
C  -2.4647  2.4980  -0.3987  -0.70
H  -2.4669  3.3901  -1.0305  0.49
C  -3.5113  1.5249  -0.9736  -1.43
N  -3.6260  0.3037  -0.2291  0.28
C  -2.9649  -0.8619  -0.5139  0.63
C  -3.2910  -1.7778  0.4502  -0.42
C  -4.1742  -1.1498  1.3513  -1.19
C  -4.3638  0.1336  0.9136  0.89
C  -5.2235  1.2040  1.4898  -1.47
H  -4.6386  2.0707  1.7999  0.27
H  -5.9714  1.5411  0.7703  0.29
H  -5.7411  0.8127  2.3614  0.38
H  -4.6209  -1.5933  2.2196  0.49
H  -2.9451  -2.7908  0.5048  0.53
C  -2.0796  -1.0118  -1.7011  -1.16
H  -1.3227  -0.2294  -1.7216  0.20
H  -2.6536  -0.9631  -2.6286  0.39
H  -1.5880  -1.9795  -1.6601  0.11
H  -3.2301  1.2798  -1.9992  0.37
H  -4.4821  2.0298  -0.9889  0.53
H  -2.7601  2.8069  0.6134  0.30
C  -0.7712  1.3426  0.8917  -1.11
C  0.5313  0.5609  0.7598  -0.25
H  0.8448  0.1650  1.7265  0.53
H  0.3912  -0.2614  0.0509  -0.30
H  -1.5594  0.6681  1.2251  0.28
H  -0.6422  2.1365  1.6505  0.39
H  -0.3759  3.1931  -1.8402  0.53
H  0.0654  3.6422  -0.1696  0.30
H  1.0768  1.1965  -1.7187  0.15
H  4.3308  2.8909  1.3091  0.45
H  3.2802  3.4309  -0.0059  0.34
H  4.1764  1.4003  -1.3563  0.40
H  5.7032  -0.8955  0.9898  0.21
S  3.5506  -2.5282  0.5152  -0.26
H  0.5902  -3.3054  -1.6226  0.31
H  1.7123  -4.4697  -0.8917  0.42
H  -1.2662  -4.7931  1.3159  0.39
H  -1.2968  -4.6435  -0.4427  0.30
H  -0.1160  -5.6994  0.3331  0.43

Density functional theory data (wB97M-V/def2-TZVPD) for a cluster of 2 separate species, C6H11FNO3 in total.

**Energy above the lowest of the compared OMol25 structures with the same formula, charge and spin**: 7.2268 eV
**Frontier orbital gap (spin up / spin down)**: 8.068 / 7.637 eV
**Charge**: +1

Each line ends with the Mulliken charge.
CARTESIAN COORDINATES (ANGSTROEM)
C  -0.4481  -2.0506  0.7592  -0.36
C  4.0433  0.0730  -0.4388  -0.03
C  2.7815  -0.0027  0.0132  -0.16
C  -2.1735  1.0782  1.1709  -0.18
C  -0.4871  -0.5711  0.9189  0.16
C  -2.7480  1.3823  -0.2094  -0.41
N  -0.7591  -1.1853  -0.4493  -0.14
O  -1.2988  0.2438  1.4993  -0.27
O  4.5018  1.3673  -0.5547  -0.46
O  -3.2428  0.1882  -0.7226  -0.60
F  2.1298  -1.2115  -0.0574  -0.28
H  0.4563  -2.5027  0.7568  0.30
H  -1.3517  -2.5187  1.1626  0.28
H  4.5480  -0.7317  -0.9447  0.31
H  2.3132  0.9494  0.1520  0.29
H  -2.3286  1.7614  1.9244  0.52
H  -2.0453  1.9041  -0.7213  0.34
H  -3.6908  2.0946  -0.0849  0.37
H  0.0481  -1.2350  -1.0548  0.29
H  -1.6725  -0.9075  -0.9551  0.34
H  5.4205  1.4382  -0.7251  0.33
H  -3.9962  0.4365  -1.4394  0.36

Max |F| values (in Eh/bohr) by entry order: 0.070 0.097 0.049 0.025 0.029 0.117.